C22H33AuF2NO2SSi2 as an isolated structure, computed with ωB97M-V with the def2-TZVPD basis set.

The geometry in XYZ format:
```
64
C22H33AuF2NO2SSi2, DFT ωB97M-V with the def2-TZVPD basis set
Au 0.57 0.47 -0.63
F -3.16 3.66 -3.06
C -2.41 3.36 -1.96
C -1.54 2.28 -2.00
C -0.78 1.98 -0.88
C -0.86 2.77 0.34
C -1.77 3.85 0.28
F -1.95 4.68 1.35
C -2.52 4.15 -0.83
C -0.05 2.44 1.52
C -0.08 3.16 2.75
C 0.72 2.78 3.79
C 1.57 1.66 3.65
C 1.56 1.00 2.44
N 0.80 1.33 1.41
H -1.46 1.68 -2.89
H -3.20 4.99 -0.81
H -0.72 4.02 2.88
H 0.69 3.34 4.72
H 2.22 1.33 4.45
H 2.20 0.13 2.29
O -1.00 -0.64 0.04
S -2.50 -0.47 -0.31
C -3.39 -1.70 0.69
C -3.81 -1.02 1.98
C -4.26 0.37 1.56
C -3.13 0.91 0.69
H -2.76 -2.57 0.85
H -4.26 -2.00 0.10
H -2.96 -0.96 2.67
H -4.61 -1.58 2.49
H -4.45 1.02 2.42
H -5.19 0.31 0.98
H -2.31 1.28 1.31
H -3.46 1.71 0.02
C 4.45 -2.06 -2.04
Si 3.08 -0.75 -1.87
C 4.06 0.89 -1.69
C 2.06 -0.68 -3.45
C 2.07 -1.15 -0.32
Si 0.85 -2.57 -0.24
C -0.31 -2.66 -1.74
C 1.81 -4.20 -0.11
C -0.16 -2.53 1.42
H 5.11 -1.83 -2.87
H 4.02 -3.05 -2.21
H 5.05 -2.10 -1.13
H 4.70 1.03 -2.58
H 4.71 0.84 -0.81
H 3.45 1.76 -1.60
H 2.67 -0.27 -4.27
H 1.19 -0.05 -3.32
H 1.73 -1.68 -3.76
H 2.59 -0.96 0.62
H 0.22 -2.99 -2.63
H -0.78 -1.71 -1.95
H -1.11 -3.39 -1.55
H 2.40 -4.39 -1.01
H 1.12 -5.05 0.02
H 2.48 -4.18 0.75
H -0.78 -1.66 1.53
H 0.53 -2.55 2.27
H -0.81 -3.42 1.48
O 1.82 1.66 -1.25
```

As for the molar mass: 666.71 g/mol. For the frontier orbital gap (spin up / spin down), the calculation gives 0.1301 / 0.2415 Ha. As for the net charge: -1. As for the spin multiplicity: 3. Its expectation value of S² is 2.03.

=====

A 2-piece molecular cluster, C20H39BCl4OSi4 overall, computed with ωB97M-V with the def2-TZVPD basis set.

The geometry in XYZ format:
```
69
C20H39BCl4OSi4, DFT ωB97M-V with the def2-TZVPD basis set
Cl -4.83 -4.43 3.87
B -3.01 -4.72 3.80
Cl -2.12 -3.12 3.54
Cl -2.44 -5.52 5.37
O -2.72 -5.61 2.68
C -1.42 -5.91 2.50
C -1.01 -6.75 1.46
C 0.34 -7.10 1.22
C 0.66 -7.93 0.18
C -0.34 -8.45 -0.65
Cl 0.08 -9.50 -1.96
C -1.67 -8.12 -0.42
C -2.01 -7.29 0.61
H -0.72 -5.47 3.18
H 1.11 -6.70 1.85
H 1.68 -8.20 -0.02
H -2.43 -8.53 -1.07
H -3.04 -7.03 0.79
C 0.64 5.78 -0.80
Si -0.52 4.31 -0.89
C -1.88 4.62 0.35
C -1.26 4.38 -2.60
Si 0.51 2.28 -0.38
Si 1.12 1.12 -2.30
C 2.28 2.12 -3.37
C 2.01 -0.47 -1.86
C -0.33 0.64 -3.38
Si 2.39 2.77 0.91
C 3.69 3.80 0.06
C 1.88 3.69 2.45
C 3.25 1.22 1.50
C -0.50 1.19 0.79
C -1.86 0.72 0.40
C -2.57 -0.21 1.32
C -2.45 1.12 -0.72
H 0.10 6.70 -1.01
H 1.09 5.85 0.19
H 1.43 5.66 -1.53
H -2.38 5.57 0.15
H -2.62 3.82 0.30
H -1.47 4.64 1.35
H -1.71 5.35 -2.79
H -0.48 4.21 -3.34
H -2.02 3.61 -2.72
H 2.54 1.58 -4.28
H 1.81 3.06 -3.65
H 3.19 2.35 -2.83
H 2.22 -1.05 -2.75
H 2.94 -0.24 -1.35
H 1.38 -1.06 -1.19
H 0.01 0.11 -4.27
H -1.00 -0.01 -2.82
H -0.87 1.53 -3.68
H 4.52 3.99 0.73
H 4.07 3.27 -0.82
H 3.28 4.75 -0.26
H 2.74 3.91 3.07
H 1.39 4.62 2.19
H 1.18 3.09 3.03
H 4.06 1.47 2.18
H 2.54 0.57 2.01
H 3.66 0.68 0.65
H 0.14 0.33 0.98
H -0.57 1.77 1.71
H -1.97 -0.43 2.20
H -3.51 0.22 1.67
H -2.80 -1.16 0.83
H -3.43 0.79 -0.99
H -1.96 1.81 -1.38
```

As for the molar mass: 560.50 g/mol. For the frontier orbital gap, the calculation gives 0.2215 Ha.

=====

C4H6O as an isolated structure, computed with ωB97M-V with the def2-TZVPD basis set.

The geometry in XYZ format:
```
11
C4H6O, DFT ωB97M-V with the def2-TZVPD basis set
O -0.42 -1.49 0.62
C -1.09 -0.73 -0.16
C -0.23 1.07 -0.53
C 0.97 0.75 0.05
C 1.67 -0.06 0.71
H 0.77 -0.99 0.78
H -1.15 -1.01 -1.22
H -2.01 -0.28 0.24
H -0.28 1.12 -1.62
H -0.87 1.79 -0.02
H 2.64 -0.17 1.16
```

As for the molar mass: 70.09 g/mol. For the frontier orbital gap, the calculation gives 0.3801 Ha.